Entry from the Open Molecules 2025 dataset: the molecule C4H5ClO (ωB97M-V/def2-TZVPD).

Frontier orbital gap in eV: 10.54
Energy in eV: -18796.6044
SMILES: C=C(Cl)[C@H]1CO1
E_HOMO in eV: -9.6037
Total charge: 0

Each line ends with the Mulliken charge.
Positions of all 11 atoms, in Å:
O (0.240, -1.563, 0.082)  -0.440
H (1.751, -0.231, 1.039)  0.254
H (2.175, -1.376, -0.533)  0.257
H (-1.645, -0.274, 1.354)  0.241
H (-2.185, 1.430, 0.919)  0.354
C (1.500, -0.753, 0.070)  -0.312
C (-1.471, 0.690, 0.779)  -0.754
Cl (-0.400, 2.133, -1.097)  -0.200
C (0.352, -0.366, -0.659)  0.105
C (-0.561, 0.748, -0.177)  0.177
H (0.246, -0.438, -1.777)  0.317